DFT (ωB97M-V/def2-TZVPD) results for 14 unconnected molecules or ions with the total composition C13H48BBrN2O23P3.

```
91
Properties=species:S:1:pos:R:3:lowdin_charge:R:1
C -3.508 -3.184 -3.332 -0.16
C -2.969 -2.606 -2.032 -0.38
P -1.246 -3.185 -1.757 1.09
C -1.221 -4.147 -0.218 -0.24
C -0.279 -1.628 -1.450 -0.18
C -0.104 -1.079 -0.221 -0.19
O -0.654 -1.679 0.852 0.15
B -1.887 -1.291 1.374 -0.88
O -2.098 -1.516 2.669 0.26
O -2.854 -0.758 0.567 0.21
C 0.649 0.037 -0.049 0.02
C 0.769 0.623 1.325 -0.42
O 0.928 -0.021 2.313 0.21
O 0.671 1.995 1.348 -0.19
P -0.777 2.755 1.541 0.75
N -1.362 2.895 2.953 -0.22
C 1.260 0.628 -1.129 -0.10
C 2.110 1.846 -0.931 -0.17
O 1.335 2.995 -1.266 -0.17
O 2.158 3.882 -2.036 0.00
C 1.069 0.089 -2.349 -0.23
P 1.893 1.028 -3.747 0.70
O 0.551 1.217 -4.636 -0.33
Br 3.103 -0.441 -4.916 0.52
N 0.309 -1.019 -2.482 0.01
C 0.172 -1.611 -3.828 -0.13
C 1.005 -2.883 -3.963 -0.20
O 2.096 -2.806 -3.038 -0.09
C 2.209 -3.886 -2.227 -0.29
O 2.115 -3.826 -1.034 0.10
H -3.246 -2.554 -4.170 0.06
H -4.584 -3.229 -3.315 0.07
H -3.118 -4.170 -3.542 0.06
H -2.980 -1.530 -2.105 0.08
H -3.589 -2.872 -1.188 0.08
H -1.476 -5.174 -0.424 0.04
H -1.962 -3.762 0.466 0.04
H -0.267 -4.102 0.285 0.05
H -1.282 -1.752 3.131 0.14
H -3.039 0.159 0.808 0.11
H -0.536 3.977 0.918 0.01
H -1.614 2.087 0.618 0.03
H -0.809 2.477 3.695 -0.01
H 2.982 1.818 -1.551 0.06
H 2.442 1.922 0.086 0.13
H 1.652 3.989 -2.856 0.10
H 0.832 1.678 -5.448 0.04
H -0.858 -1.825 -4.055 0.12
H 0.501 -0.896 -4.552 0.04
H 1.350 -2.942 -4.986 0.12
H 0.408 -3.752 -3.752 0.08
H 2.437 -4.822 -2.737 0.16
O -3.496 1.420 4.487 -0.06
H -3.617 0.678 3.881 0.04
H -3.106 2.127 3.948 0.00
O -1.311 2.763 5.848 -0.06
H -1.162 3.334 6.610 0.05
H -2.098 2.252 6.077 0.03
O 0.209 2.570 -7.592 -0.05
H -0.264 2.030 -8.234 0.05
H -0.450 3.200 -7.279 0.05
O -4.912 0.403 7.113 -0.07
H -4.425 0.761 6.361 -0.02
H -4.241 0.032 7.700 0.00
O -0.601 5.213 -0.849 -0.07
H -0.958 5.347 -1.734 0.06
H 0.135 4.597 -0.958 0.00
O 3.005 -1.720 0.886 -0.03
H 2.290 -1.948 1.491 0.03
H 2.877 -2.313 0.130 0.01
O 6.330 -1.752 -5.586 -0.07
H 6.773 -1.530 -4.762 0.03
H 5.389 -1.713 -5.387 -0.07
O 1.874 1.812 6.561 -0.06
H 1.550 1.399 5.754 0.03
H 1.358 2.624 6.621 0.02
O 2.537 4.350 5.139 -0.06
H 2.549 4.261 4.182 0.03
H 3.002 3.570 5.468 0.02
O -2.433 -6.644 1.220 -0.06
H -2.202 -6.113 1.989 0.04
H -3.011 -7.336 1.560 0.05
O -3.319 -1.760 8.096 -0.04
H -3.787 -2.600 8.127 0.05
H -2.487 -1.957 7.655 0.04
O 4.933 1.093 -1.522 -0.05
H 5.588 0.617 -2.043 0.05
H 5.396 1.300 -0.702 0.06
O 1.196 7.623 -1.660 -0.06
H 1.495 8.026 -0.839 0.04
H 0.709 6.838 -1.386 -0.02
```

Summary:
- strongest force on any atom (Eh/bohr) = 0.038
- energy relative to the best compared isomer or geometry (same formula, charge and spin) (kJ/mol) = 0.0
- highest occupied orbital energy (eV) = -11.76
- net charge = +1
- LUMO (eV) = -4.81

DFT (ωB97M-V/def2-TZVPD) results for a single C14H15ClFN3O2S molecule.

```
37
Properties=species:S:1:pos:R:3:nbo_charge:R:1
C 1.793 6.070 0.619 -0.64
C 3.011 5.212 0.955 -0.06
O 3.408 4.362 -0.106 -0.53
C 2.638 3.205 -0.291 -0.05
C 3.043 2.065 0.670 -0.49
C 2.276 0.837 0.378 0.07
N 1.365 0.343 1.128 -0.24
N 0.783 -0.752 0.660 -0.33
C 1.233 -1.132 -0.487 0.25
N 0.831 -2.205 -1.219 -0.64
C -0.213 -3.101 -1.033 0.72
O -0.422 -3.918 -1.893 -0.57
C -0.988 -2.999 0.259 -0.56
C -2.434 -3.307 0.005 -0.10
C -3.080 -4.392 0.584 0.42
C -4.408 -4.688 0.342 -0.28
C -5.128 -3.877 -0.517 -0.18
C -4.524 -2.787 -1.118 -0.24
C -3.192 -2.516 -0.855 0.00
Cl -2.437 -1.160 -1.610 0.01
H -5.077 -2.151 -1.790 0.23
H -6.164 -4.095 -0.721 0.22
H -4.856 -5.545 0.820 0.23
F -2.386 -5.184 1.425 -0.32
H -0.869 -2.004 0.690 0.29
H -0.569 -3.729 0.955 0.27
H 1.315 -2.342 -2.101 0.42
S 2.513 -0.082 -1.111 0.29
H 2.841 2.351 1.703 0.24
H 4.113 1.882 0.553 0.23
H 1.566 3.408 -0.180 0.17
H 2.829 2.888 -1.321 0.19
H 3.877 5.855 1.127 0.19
H 2.822 4.633 1.868 0.16
H 1.618 6.781 1.421 0.22
H 1.970 6.613 -0.306 0.21
H 0.901 5.460 0.499 0.20
```

Summary:
- strongest force on any atom (Eh/bohr) = 0.030
- energy relative to the best compared isomer or geometry (same formula, charge and spin) (kJ/mol) = 6.6
- highest occupied orbital energy (eV) = -9.20
- net charge = 0
- LUMO (eV) = 0.41

DFT (ωB97M-V/def2-TZVPD) results for a molecular structure, C3H4BrCl.

```
9
Properties=species:S:1:pos:R:3:nbo_charge:R:1
C 0.324 -1.090 0.825 -0.47
C 0.837 0.012 0.339 -0.13
C -0.246 1.589 0.473 -0.40
Cl -1.869 0.924 0.121 -0.05
Br 2.579 0.417 -0.052 0.11
H 0.631 -2.173 0.851 0.23
H -0.786 -1.092 0.977 0.23
H -0.253 1.815 1.574 0.24
H 0.132 2.301 -0.337 0.24
```

Summary:
- strongest force on any atom (Eh/bohr) = 0.082
- energy relative to the best compared isomer or geometry (same formula, charge and spin) (kJ/mol) = 179.9
- highest occupied orbital energy (eV) = -9.66
- net charge = 0
- LUMO (eV) = 0.78

> Look up the strongest force on any atom of the second one.

0.030 Eh/bohr

> What is the LUMO in the second record?

0.41 eV

Copy entry 3 word for word.
DFT (ωB97M-V/def2-TZVPD) results for a molecular structure, C3H4BrCl.

```
9
Properties=species:S:1:pos:R:3:nbo_charge:R:1
C 0.324 -1.090 0.825 -0.47
C 0.837 0.012 0.339 -0.13
C -0.246 1.589 0.473 -0.40
Cl -1.869 0.924 0.121 -0.05
Br 2.579 0.417 -0.052 0.11
H 0.631 -2.173 0.851 0.23
H -0.786 -1.092 0.977 0.23
H -0.253 1.815 1.574 0.24
H 0.132 2.301 -0.337 0.24
```

Summary:
- strongest force on any atom (Eh/bohr) = 0.082
- energy relative to the best compared isomer or geometry (same formula, charge and spin) (kJ/mol) = 179.9
- highest occupied orbital energy (eV) = -9.66
- net charge = 0
- LUMO (eV) = 0.78

Copy entry 3 word for word.
DFT (ωB97M-V/def2-TZVPD) results for a molecular structure, C3H4BrCl.

```
9
Properties=species:S:1:pos:R:3:nbo_charge:R:1
C 0.324 -1.090 0.825 -0.47
C 0.837 0.012 0.339 -0.13
C -0.246 1.589 0.473 -0.40
Cl -1.869 0.924 0.121 -0.05
Br 2.579 0.417 -0.052 0.11
H 0.631 -2.173 0.851 0.23
H -0.786 -1.092 0.977 0.23
H -0.253 1.815 1.574 0.24
H 0.132 2.301 -0.337 0.24
```

Summary:
- strongest force on any atom (Eh/bohr) = 0.082
- energy relative to the best compared isomer or geometry (same formula, charge and spin) (kJ/mol) = 179.9
- highest occupied orbital energy (eV) = -9.66
- net charge = 0
- LUMO (eV) = 0.78